(1)
Molecular formula: C22H41N5O4PtSSi
Method: DFT, ωB97M-V/def2-TZVPD

Atoms and positions in Å:
Pt (-0.519, 0.349, -1.189)
S (-1.808, -1.460, -1.794)
C (-1.890, -0.574, -3.276)
C (-2.645, -0.776, -4.428)
C (-2.633, 0.211, -5.392)
C (-1.901, 1.381, -5.191)
C (-1.176, 1.518, -4.029)
N (-1.132, 0.549, -3.112)
H (-3.246, -1.668, -4.529)
H (-3.218, 0.088, -6.294)
H (-1.901, 2.175, -5.923)
H (-0.589, 2.403, -3.816)
C (3.476, 1.363, -5.348)
C (4.695, 1.659, -4.482)
C (4.850, 3.155, -4.233)
C (4.669, 0.863, -3.178)
N (3.511, 1.167, -2.343)
C (2.298, 0.617, -2.325)
N (1.582, 1.256, -1.429)
N (2.376, 2.210, -0.902)
N (3.530, 2.163, -1.444)
H (3.562, 1.866, -6.311)
H (2.559, 1.724, -4.876)
H (3.363, 0.293, -5.540)
H (5.586, 1.300, -5.008)
H (3.986, 3.559, -3.703)
H (4.939, 3.688, -5.181)
H (5.735, 3.374, -3.635)
H (5.547, 1.074, -2.569)
H (4.641, -0.208, -3.382)
H (1.977, -0.221, -2.918)
C (-0.491, -3.766, 3.056)
C (-0.750, -3.258, 1.643)
C (0.561, -3.115, 0.879)
C (-1.696, -4.198, 0.908)
O (-1.433, -2.001, 1.730)
Si (-0.822, -0.502, 1.952)
O (-0.008, 0.053, 0.671)
O (-2.057, 0.461, 2.398)
C (-3.480, 0.389, 2.362)
C (-3.964, -0.022, 0.980)
C (-3.971, 1.790, 2.701)
C (-3.948, -0.610, 3.414)
O (0.223, -0.582, 3.213)
C (0.768, 0.475, 4.009)
C (-0.192, 0.747, 5.161)
C (2.100, -0.042, 4.534)
C (0.980, 1.736, 3.179)
H (0.002, -4.740, 3.025)
H (-1.435, -3.870, 3.594)
H (0.140, -3.064, 3.600)
H (1.039, -4.091, 0.774)
H (1.245, -2.448, 1.406)
H (0.379, -2.703, -0.116)
H (-1.270, -5.201, 0.841)
H (-1.886, -3.830, -0.103)
H (-2.647, -4.258, 1.440)
H (-3.589, 0.672, 0.224)
H (-5.056, -0.018, 0.946)
H (-3.612, -1.023, 0.729)
H (-3.618, 2.501, 1.952)
H (-3.587, 2.098, 3.674)
H (-5.062, 1.823, 2.730)
H (-3.570, -1.606, 3.180)
H (-5.039, -0.645, 3.451)
H (-3.574, -0.321, 4.398)
H (-0.338, -0.161, 5.749)
H (-1.158, 1.068, 4.772)
H (0.203, 1.528, 5.815)
H (1.949, -0.970, 5.088)
H (2.566, 0.689, 5.198)
H (2.778, -0.243, 3.703)
H (0.026, 2.132, 2.826)
H (1.600, 1.522, 2.308)
H (1.468, 2.504, 3.783)

Results
- LUMO energy (Ha) = 0.005
- E_HOMO (eV) = -7.862
- gap between HOMO and LUMO (eV) = 8.0

(2)
Molecular formula: C22H41NO9Si
Method: DFT, ωB97M-V/def2-TZVPD

Atoms and positions in Å:
C (3.793, -0.281, 1.612)
Si (3.502, 0.685, 0.036)
C (4.194, 2.422, 0.124)
C (4.428, -0.214, -1.347)
C (1.609, 0.585, -0.335)
N (1.418, 0.007, -1.727)
C (-0.023, -0.141, -2.172)
C (-0.407, -1.594, -1.793)
O (-0.128, -1.893, -0.610)
O (-0.919, -2.270, -2.692)
C (-0.967, 0.960, -1.634)
C (-2.355, 0.366, -1.442)
C (-3.408, 1.449, -1.115)
C (-4.490, 0.833, -0.233)
C (-5.507, 1.830, 0.261)
O (-5.395, 3.018, 0.176)
O (-6.627, 1.283, 0.830)
O (-0.575, 1.514, -0.394)
C (0.805, 1.873, -0.313)
C (0.928, 2.705, 0.964)
C (1.379, 4.162, 0.712)
C (0.222, 5.152, 0.711)
C (-0.734, 4.861, -0.433)
O (-0.369, 4.833, -1.576)
O (-2.039, 4.687, -0.130)
H (4.853, -0.528, 1.679)
H (3.228, -1.210, 1.527)
H (3.471, 0.234, 2.515)
H (4.014, 3.026, -0.764)
H (3.813, 2.925, 1.012)
H (5.271, 2.321, 0.280)
H (3.969, -1.162, -1.634)
H (5.427, -0.462, -0.984)
H (4.543, 0.428, -2.223)
H (1.121, -0.141, 0.318)
H (1.959, 0.523, -2.417)
H (1.783, -0.946, -1.685)
H (-0.036, -0.061, -3.259)
H (-1.047, 1.760, -2.384)
H (-2.313, -0.334, -0.608)
H (-2.653, -0.155, -2.352)
H (-3.850, 1.819, -2.039)
H (-2.921, 2.249, -0.564)
H (-3.998, 0.434, 0.664)
H (-4.973, -0.018, -0.715)
H (-6.383, 0.538, 1.392)
H (1.031, 2.478, -1.205)
H (1.530, 2.226, 1.737)
H (-0.089, 2.746, 1.357)
H (2.083, 4.452, 1.495)
H (1.925, 4.243, -0.227)
H (-0.276, 5.220, 1.679)
H (0.623, 6.148, 0.504)
H (-2.136, 4.343, 0.767)
C (4.971, -3.783, 3.280)
C (3.624, -3.384, 3.833)
O (3.318, -2.223, 3.978)
C (2.679, -4.504, 4.192)
H (5.555, -2.892, 3.062)
H (5.507, -4.397, 4.006)
H (4.842, -4.365, 2.365)
H (3.129, -5.144, 4.953)
H (2.466, -5.111, 3.310)
H (1.750, -4.089, 4.574)
C (-3.500, -3.782, -2.517)
C (-4.739, -3.406, -1.751)
O (-4.997, -2.255, -1.467)
C (-5.664, -4.529, -1.339)
H (-2.921, -2.898, -2.744)
H (-2.881, -4.453, -1.919)
H (-3.779, -4.289, -3.444)
H (-5.130, -5.235, -0.702)
H (-6.020, -5.061, -2.223)
H (-6.516, -4.126, -0.795)

Results
- LUMO energy (Ha) = 0.002
- E_HOMO (eV) = -8.620
- SMILES string = C[Si](C)(C)[C@@H]1[NH2+][C@@H](C(=O)[O-])[C@@H](CCCC(=O)O)O[C@H]1CCCC(=O)O.CC(C)=O.CC(C)=O
- gap between HOMO and LUMO (eV) = 8.7

(3)
Molecular formula: C22H42BFN5O10PS
Method: DFT, ωB97M-V/def2-TZVPD

Atoms and positions in Å:
C (1.224, 6.571, 0.850)
C (0.462, 5.680, 0.585)
C (-0.289, 4.482, 0.175)
C (0.554, 3.426, -0.614)
C (1.883, 3.179, 0.102)
C (1.835, 2.900, 1.611)
O (2.497, 1.631, 1.819)
C (2.208, 1.046, 2.976)
O (1.700, 1.578, 3.925)
C (0.828, 4.070, -2.007)
O (1.912, 4.928, -1.981)
S (1.171, 2.898, -3.406)
O (0.456, 3.418, -4.541)
O (2.595, 2.825, -3.574)
O (0.553, 1.452, -3.097)
C (0.157, 1.084, -1.761)
C (1.250, 0.215, -1.085)
C (2.603, 0.237, -1.833)
N (3.598, -0.536, -1.069)
C (4.965, -0.205, -1.477)
C (5.942, -0.431, -0.312)
C (3.354, -1.953, -1.160)
C (3.085, -2.640, 0.162)
O (3.394, -2.566, -2.191)
P (-1.300, -0.080, -2.098)
N (-1.095, -1.098, -3.280)
C (-0.379, 2.225, -0.882)
F (-1.437, 2.802, -1.631)
B (-1.092, 1.577, 0.429)
N (-0.396, 0.771, 1.432)
O (-2.447, 1.850, 0.582)
H (1.663, 7.494, 1.143)
H (-1.112, 4.809, -0.459)
H (-0.712, 4.056, 1.087)
H (2.470, 2.373, -0.332)
H (2.503, 4.062, -0.027)
H (0.836, 2.865, 2.032)
H (2.410, 3.644, 2.158)
H (2.474, -0.017, 2.993)
H (-0.058, 4.606, -2.338)
H (1.705, 5.722, -2.479)
H (1.457, 0.513, -0.061)
H (0.936, -0.833, -1.043)
H (2.974, 1.258, -1.797)
H (2.502, -0.101, -2.865)
H (5.295, -0.762, -2.360)
H (5.016, 0.854, -1.723)
H (6.950, -0.174, -0.632)
H (5.895, -1.450, 0.064)
H (5.658, 0.257, 0.485)
H (2.484, -3.528, 0.014)
H (2.541, -1.946, 0.805)
H (4.026, -2.850, 0.672)
H (-2.430, 0.723, -2.334)
H (-1.481, -0.829, -0.906)
H (-0.184, -1.023, -3.718)
H (-0.419, -0.212, 1.173)
H (-0.799, 0.882, 2.356)
H (-2.619, 2.216, 1.456)
C (-2.295, -3.689, -1.258)
C (-1.185, -3.610, -0.240)
O (-0.291, -2.770, -0.323)
N (-1.198, -4.499, 0.778)
C (-2.175, -5.547, 1.036)
H (-2.129, -2.923, -2.014)
H (-2.291, -4.662, -1.749)
H (-3.269, -3.535, -0.787)
H (-0.427, -4.395, 1.419)
H (-2.636, -5.383, 2.008)
H (-1.682, -6.520, 1.040)
H (-2.953, -5.545, 0.284)
C (-6.801, -3.432, 2.912)
C (-5.496, -3.628, 2.180)
O (-5.154, -4.716, 1.744)
N (-4.697, -2.539, 2.015)
C (-4.929, -1.175, 2.453)
H (-7.316, -4.386, 2.959)
H (-6.624, -3.077, 3.929)
H (-7.434, -2.716, 2.387)
H (-3.841, -2.740, 1.521)
H (-4.936, -0.503, 1.593)
H (-4.133, -0.862, 3.132)
H (-5.879, -1.092, 2.969)

Results
- LUMO energy (Ha) = -0.009
- E_HOMO (eV) = -8.486
- SMILES string = C#CC[C@]1(CCOC=O)[C@@H](O)S(=O)(=O)O[C@](CCN(CC)C(C)=O)([PH2]=N)[C@@]1(F)B(N)O.CNC(C)=O.CNC(C)=O
- gap between HOMO and LUMO (eV) = 8.3

(4)
Molecular formula: C22H42BrCoN2OS3Si
Method: DFT, ωB97M-V/def2-TZVPD

Atoms and positions in Å:
Co (1.210, -1.612, 0.455)
C (-1.126, -3.366, 2.003)
C (-0.488, -4.245, 1.138)
C (0.903, -4.260, 1.050)
C (1.658, -3.370, 1.820)
C (1.006, -2.450, 2.664)
C (-0.383, -2.472, 2.768)
H (-2.204, -3.383, 2.090)
H (-1.069, -4.943, 0.551)
H (1.402, -4.981, 0.418)
H (2.737, -3.456, 1.858)
H (1.590, -1.818, 3.322)
H (-0.879, -1.801, 3.456)
C (3.786, 0.491, -3.907)
O (3.613, -0.629, -3.002)
C (3.181, -0.373, -1.791)
S (2.832, 1.055, -1.111)
S (3.103, -1.883, -0.854)
H (4.096, 0.047, -4.846)
H (4.548, 1.159, -3.513)
H (2.841, 1.020, -4.011)
C (5.204, -4.954, -3.666)
N (4.114, -4.254, -2.997)
C (2.840, -4.395, -3.311)
N (2.489, -5.273, -4.245)
S (1.582, -3.466, -2.565)
H (6.140, -4.631, -3.222)
H (5.226, -4.715, -4.730)
H (5.115, -6.032, -3.528)
H (4.330, -3.547, -2.311)
H (3.167, -5.835, -4.734)
H (1.519, -5.378, -4.493)
C (1.087, 2.399, 1.632)
C (-0.364, 2.549, 2.113)
C (-0.649, 4.050, 2.369)
C (-0.457, 1.796, 3.448)
Si (-1.662, 1.998, 0.850)
Br (-0.559, -0.196, -0.081)
C (-3.267, 1.256, 1.523)
C (-4.268, 0.900, 0.414)
C (-3.059, -0.017, 2.359)
C (-3.885, 2.361, 2.414)
C (-1.729, 2.907, -0.807)
C (-2.684, 4.104, -0.572)
C (-2.264, 2.073, -1.985)
C (-0.351, 3.436, -1.232)
H (1.741, 2.837, 2.390)
H (1.292, 2.902, 0.692)
H (1.368, 1.352, 1.520)
H (0.056, 4.406, 3.124)
H (-1.654, 4.234, 2.751)
H (-0.506, 4.662, 1.480)
H (0.316, 2.188, 4.114)
H (-0.269, 0.727, 3.322)
H (-1.410, 1.924, 3.957)
H (-3.876, 0.146, -0.269)
H (-4.584, 1.766, -0.164)
H (-5.163, 0.486, 0.884)
H (-2.637, -0.821, 1.756)
H (-4.037, -0.350, 2.718)
H (-2.429, 0.136, 3.231)
H (-4.078, 3.284, 1.865)
H (-3.273, 2.604, 3.280)
H (-4.847, 2.001, 2.786)
H (-3.707, 3.788, -0.373)
H (-2.702, 4.706, -1.484)
H (-2.364, 4.758, 0.240)
H (-3.276, 1.710, -1.837)
H (-1.624, 1.224, -2.218)
H (-2.280, 2.720, -2.866)
H (0.069, 4.152, -0.528)
H (-0.466, 3.955, -2.187)
H (0.368, 2.629, -1.383)

Results
- LUMO energy (spin up / spin down) (Ha) = -0.194 / -0.279
- E_HOMO (spin up / spin down) (eV) = -13.693 / -14.022
- 2S+1 = 5
- total charge = +2
- ΔE to the lowest compared entry with this formula, charge and spin (eV) = 0.884
- gap between HOMO and LUMO (spin up / spin down) (eV) = 8.4 / 6.4

(5)
Molecular formula: C22H42Cl3HgN2O4Si
Method: DFT, ωB97M-V/def2-TZVPD

Atoms and positions in Å:
C (-1.746, 2.747, 1.450)
C (-2.181, 1.640, 2.359)
H (-2.585, 3.396, 1.170)
H (-1.289, 2.325, 0.537)
H (-0.984, 3.383, 1.930)
C (-3.408, 1.503, 2.879)
C (-4.560, 2.430, 2.667)
H (-3.629, 0.627, 3.493)
H (-4.345, 3.230, 1.947)
H (-4.860, 2.902, 3.613)
H (-5.428, 1.853, 2.314)
Hg (1.207, 1.018, -0.257)
Cl (2.343, 0.583, 1.708)
Cl (0.017, 1.442, -2.204)
H (4.977, -3.681, -2.299)
H (6.269, -1.356, -2.281)
C (4.110, -3.098, -2.643)
C (5.314, -0.927, -2.620)
N (4.202, -1.730, -2.150)
H (3.195, -3.552, -2.264)
C (3.311, -1.222, -1.271)
O (2.281, -1.778, -0.919)
H (5.210, 0.078, -2.198)
H (3.620, -0.220, -0.883)
H (4.092, -3.097, -3.742)
H (5.302, -0.860, -3.718)
H (-2.947, 0.711, -0.552)
H (-4.286, -0.835, 1.101)
C (-2.876, -0.150, -1.238)
C (-4.242, -1.541, 0.251)
N (-3.013, -1.389, -0.499)
H (-1.920, -0.122, -1.770)
C (-1.992, -2.270, -0.330)
O (-0.839, -2.130, -0.739)
H (-4.293, -2.570, 0.631)
H (-2.327, -3.175, 0.232)
H (-3.717, -0.085, -1.949)
H (-5.098, -1.346, -0.413)
O (-1.073, -0.145, 1.354)
C (-1.144, 0.494, 2.502)
C (-2.007, -1.634, 3.644)
C (-1.333, -0.422, 3.751)
H (-2.352, -1.936, 2.655)
C (-2.227, -2.421, 4.779)
H (-0.174, 1.002, 2.683)
C (-0.815, -0.019, 4.987)
H (-2.763, -3.360, 4.659)
C (-1.746, -1.997, 6.022)
C (-1.035, -0.797, 6.126)
H (-0.259, 0.916, 5.056)
H (-1.906, -2.622, 6.899)
H (-0.649, -0.478, 7.097)
Si (1.296, 3.961, -5.001)
Cl (-0.254, 4.941, -3.987)
C (0.481, 2.549, -5.913)
C (2.404, 3.547, -3.562)
C (2.227, 5.049, -6.243)
H (-0.161, 1.972, -5.234)
H (1.230, 1.868, -6.340)
H (-0.139, 2.931, -6.737)
H (1.575, 5.344, -7.080)
H (3.080, 4.485, -6.656)
H (2.618, 5.952, -5.751)
H (1.829, 2.991, -2.807)
H (2.774, 4.470, -3.092)
H (3.262, 2.934, -3.856)
C (2.343, -3.819, 2.742)
C (1.331, -3.694, 1.617)
O (0.288, -2.821, 1.986)
H (2.876, -2.868, 2.853)
H (3.060, -4.613, 2.521)
H (1.844, -4.061, 3.687)
H (1.805, -3.320, 0.697)
H (0.893, -4.685, 1.433)
H (-0.068, -2.425, 1.164)

Results
- LUMO energy (Ha) = 0.079
- E_HOMO (eV) = -3.678
- total charge = -1
- gap between HOMO and LUMO (eV) = 5.8

(6)
Molecular formula: C22H42Cl3IrN2O4Si
Method: DFT, ωB97M-V/def2-TZVPD

Atoms and positions in Å:
C (3.268, 0.098, -6.186)
C (3.462, -1.248, -6.804)
H (4.214, 0.474, -5.772)
H (2.510, 0.075, -5.392)
H (2.948, 0.822, -6.954)
C (4.477, -1.490, -7.659)
C (5.562, -0.511, -7.943)
H (4.534, -2.431, -8.206)
H (6.044, -0.156, -7.018)
H (5.211, 0.367, -8.504)
H (6.336, -0.986, -8.557)
Ir (0.911, -2.803, -3.848)
Cl (0.670, -0.507, -3.583)
Cl (-0.669, -2.777, -5.559)
C (-1.711, -3.514, -2.702)
O (-0.595, -2.937, -2.464)
N (-2.031, -4.652, -2.100)
C (-1.149, -5.224, -1.083)
C (-3.159, -5.453, -2.561)
H (-2.433, -3.100, -3.421)
H (-0.819, -4.433, -0.401)
H (-0.275, -5.712, -1.539)
H (-1.735, -5.971, -0.544)
H (-4.010, -4.794, -2.765)
H (-3.409, -6.167, -1.772)
H (-2.918, -6.003, -3.484)
H (3.882, 2.490, 0.029)
H (5.254, 0.077, -1.452)
C (4.598, 2.056, 0.743)
C (5.712, 0.176, -0.457)
N (4.756, 0.625, 0.537)
H (4.222, 2.230, 1.759)
C (3.989, -0.274, 1.204)
O (4.083, -1.496, 1.085)
H (6.124, -0.793, -0.161)
H (3.254, 0.222, 1.876)
H (5.567, 2.548, 0.607)
H (6.506, 0.927, -0.516)
O (2.483, -2.450, -4.972)
C (2.450, -2.307, -6.407)
C (3.804, -4.377, -6.938)
C (2.594, -3.689, -7.017)
H (4.682, -3.853, -6.549)
C (3.873, -5.713, -7.358)
H (1.451, -1.911, -6.635)
C (1.475, -4.315, -7.563)
H (4.826, -6.238, -7.287)
C (2.730, -6.364, -7.819)
C (1.535, -5.655, -7.938)
H (0.553, -3.743, -7.654)
H (2.760, -7.427, -8.062)
H (0.636, -6.145, -8.307)
Si (4.138, -2.598, -3.592)
Cl (5.713, -1.397, -3.953)
C (4.648, -4.365, -3.704)
C (1.145, -4.792, -3.916)
C (3.184, -2.198, -2.056)
H (4.178, -4.920, -4.524)
H (4.382, -4.857, -2.757)
H (5.741, -4.413, -3.829)
H (3.786, -2.421, -1.162)
H (2.229, -2.773, -1.972)
H (2.920, -1.137, -2.024)
H (1.842, -5.054, -4.723)
H (0.179, -5.281, -4.104)
H (1.554, -5.121, -2.949)
C (-1.093, 0.978, 0.617)
C (0.085, 0.249, 0.002)
O (-0.158, -1.152, -0.076)
H (-1.926, 0.991, -0.091)
H (-0.839, 2.014, 0.848)
H (-1.429, 0.490, 1.534)
H (0.291, 0.663, -0.996)
H (0.977, 0.385, 0.630)
H (0.037, -1.443, -0.986)

Results
- LUMO energy (spin up / spin down) (Ha) = 0.013 / -0.047
- E_HOMO (spin up / spin down) (eV) = -4.875 / -8.417
- 2S+1 = 5
- ΔE to the lowest compared entry with this formula, charge and spin (eV) = 0.000
- gap between HOMO and LUMO (spin up / spin down) (eV) = 5.2 / 7.1